An isolated ion of composition C8H15N3O2 and charge +2. Source: the Open Molecules 2025 dataset; level of theory: ωB97M-V with the def2-TZVPD basis set.

Calculated values
- Molecular weight: 185.227 g/mol
- Net charge: +2
- F_max: 4.70 eV/A
- HOMO level: -0.610 Ha
- E: -17084.3541 eV
- Energy above the lowest of the compared OMol25 structures with the same formula, charge and spin: 0.0 kJ/mol
- E_LUMO: -9.25 eV

Last column: Löwdin charge in e.
Atoms and positions in Å:
C  0.365  -0.956  -0.187  -0.179
C  0.294  0.411  -0.231  -0.001
C  1.681  -1.424  -0.181  -0.182
C  2.082  0.879  -0.144  -0.080
C  -2.725  -3.176  -0.170  -0.012
C  -1.580  3.501  0.475  -0.026
C  -1.867  -1.922  0.283  -0.185
C  -0.327  2.786  -0.017  -0.087
N  2.610  -0.326  -0.171  0.156
N  2.008  -2.685  -0.099  0.273
N  2.794  1.970  -0.147  0.265
O  -0.562  -1.920  -0.208  -0.009
O  -0.564  1.312  -0.464  0.083
H  -3.366  -3.021  -1.036  0.084
H  -1.971  -3.948  -0.419  0.085
H  -3.297  -3.563  0.639  0.071
H  -1.921  3.424  1.570  0.130
H  -1.226  4.498  0.492  0.083
H  -2.410  3.254  -0.130  0.081
H  -1.963  -2.002  1.338  0.121
H  -2.391  -1.094  -0.077  0.105
H  0.480  2.849  0.748  0.131
H  -0.027  3.217  -0.903  0.103
H  3.625  -0.663  -0.378  0.245
H  1.161  -3.383  -0.274  0.231
H  2.929  -2.969  0.369  0.205
H  2.400  2.869  -0.155  0.109
H  3.770  2.082  -0.522  0.199